Entry from the OMol25 dataset: 2 unconnected molecules or ions with the total composition C28H59ClN5O4SSi (ωB97M-V/def2-TZVPD).

- multiplicity = 1
- frontier orbital gap (eV) = 6.61
- total energy (eV) = -76851.0011
- HOMO energy (eV) = -10.204
- net charge = +1

Geometry as XYZ:
```
99
C28H59ClN5O4SSi | the OMol25 dataset | ωB97M-V/def2-TZVPD
C -3.558 3.561 -4.478
C -2.351 4.617 -4.064
C -1.100 3.717 -3.445
C 0.168 3.592 -4.498
C 1.226 2.472 -3.912
C 0.743 1.007 -4.530
C 0.459 0.030 -3.246
C -0.827 -1.016 -3.475
C -0.508 -2.288 -2.438
C -1.914 -3.012 -1.891
N -1.740 -3.736 -0.581
C -0.346 -4.260 -0.349
N 0.165 -5.348 -1.068
C -0.582 -6.099 -2.145
N 0.566 -3.713 0.725
C -0.176 -3.537 2.067
C 0.373 -2.148 2.701
C 1.273 -1.212 1.650
C 1.252 0.339 2.275
C 2.531 0.672 3.242
S 2.837 2.549 3.055
O 3.814 2.810 1.872
O 3.293 3.155 4.403
Cl 1.040 3.574 2.550
C -1.784 -3.753 1.975
Si -2.806 -3.435 3.561
C -4.503 -4.414 3.459
C -1.839 -4.173 5.089
C -3.248 -1.624 3.971
C -2.323 -3.006 0.605
C -2.160 -1.380 0.595
C -3.548 -0.570 0.128
C -3.505 0.885 0.916
N -2.243 1.767 0.830
O -4.546 1.278 1.656
H -3.950 3.021 -3.494
H -4.387 4.196 -5.008
H -3.155 2.769 -5.273
H -2.675 5.419 -3.268
H -2.049 5.197 -5.056
H -0.670 4.223 -2.454
H -1.502 2.640 -3.173
H -0.168 3.239 -5.568
H 0.684 4.645 -4.644
H 2.314 2.761 -4.264
H 1.230 2.499 -2.732
H 1.694 0.565 -5.086
H -0.157 1.080 -5.273
H 1.404 -0.689 -3.125
H 0.346 0.574 -2.216
H -0.747 -1.379 -4.584
H -1.823 -0.458 -3.209
H 0.162 -3.090 -3.005
H 0.107 -1.789 -1.548
H -2.136 -3.855 -2.708
H -2.845 -2.290 -1.946
H 1.147 -5.692 -0.844
H -1.753 -6.002 -1.988
H -0.364 -5.555 -3.184
H -0.231 -7.224 -2.187
H 1.344 -4.414 0.910
H 0.249 -4.419 2.751
H 1.136 -2.419 3.577
H -0.411 -1.422 3.165
H 2.355 -1.648 1.547
H 0.738 -1.094 0.589
H 1.370 1.039 1.315
H 0.199 0.624 2.732
H 2.218 0.487 4.354
H 3.460 0.049 2.882
H -1.953 -4.921 1.775
H -5.400 -3.635 3.345
H -4.461 -5.040 2.471
H -4.676 -5.121 4.380
H -2.133 -3.553 6.038
H -0.686 -4.054 4.896
H -2.119 -5.306 5.174
H -3.704 -1.527 5.069
H -2.384 -0.840 3.886
H -4.107 -1.284 3.244
H -3.497 -3.222 0.574
H -1.317 -0.964 -0.123
H -1.897 -0.906 1.659
H -4.516 -1.138 0.461
H -3.572 -0.407 -1.050
H -2.349 2.355 -0.050
H -2.327 2.401 1.665
C 8.063 5.357 -0.101
C 7.592 6.555 0.676
O 8.113 7.661 0.549
N 6.553 6.391 1.543
C 5.813 5.186 1.833
H 8.895 5.645 -0.748
H 8.412 4.580 0.585
H 7.253 4.976 -0.728
H 6.295 7.243 2.027
H 4.762 5.369 1.598
H 5.911 4.977 2.901
H 6.170 4.330 1.260
```

For each atom in turn, the Mulliken charge in e is: C -0.7725; C -0.5243; C 0.1298; C -0.7698; C -0.4503; C -0.6360; C -0.4453; C -0.6180; C 0.2992; C -0.9619; N 0.6051; C -0.1710; N -0.1381; C -0.7666; N -0.1379; C -0.2424; C -0.7380; C 0.5569; C -0.9668; C -0.4231; S 0.9500; O -0.4811; O -0.5452; Cl -0.1615; C -0.3194; Si 0.4602; C -1.1125; C -1.0566; C -0.8224; C -0.7546; C 1.1035; C -0.2644; C 0.2100; N -0.3878; O -0.5825; H 0.1588; H 0.3305; H 0.1975; H 0.2831; H 0.2882; H 0.2607; H -0.2527; H 0.2806; H 0.3186; H 0.3782; H 0.1921; H 0.3067; H 0.3714; H 0.3079; H 0.0858; H 0.3694; H 0.1734; H 0.2988; H -0.1639; H 0.3572; H 0.2810; H 0.2977; H 0.2852; H 0.2665; H 0.3426; H 0.3846; H 0.6196; H 0.4421; H -0.2151; H 0.5258; H -0.7662; H 0.4696; H 0.2603; H 0.3063; H 0.3835; H 0.4194; H 0.2727; H 0.3095; H 0.3205; H 0.3092; H 0.2630; H 0.2880; H 0.4043; H 0.1980; H 0.2105; H 0.4843; H -0.5082; H -0.5513; H 0.2837; H 0.2911; H 0.2336; H 0.2843; C -1.1550; C 0.7258; O -0.6546; N -0.1128; C -0.7609; H 0.2829; H 0.3233; H 0.3261; H 0.2213; H 0.2571; H 0.2710; H 0.2729